# 1
This record from the OMol25 dataset describes 2 unconnected molecules or ions with the total composition C6H13N3O2 at a distorted geometry. The level of theory is ωB97M-V with the def2-TZVPD basis set.

Last columns: bonded neighbours and bond lengths (Å).
Positions of all 24 atoms, in Å:
1 C -4.475 -1.223 -0.103  C2 1.503, H7 1.105, H8 1.102, H9 1.101
2 C -3.126 -0.710 0.315  C1 1.503, C3 1.331, H10 1.083
3 C -2.369 0.120 -0.399  C2 1.331, C4 1.473, H11 1.092
4 C -1.055 0.552 0.109  C3 1.473, O23 1.346, O24 1.227
5 C 1.742 1.713 0.137  H13 1.076, H14 1.054, H15 1.096, N20 1.456
6 C 3.783 -0.695 0.051  H18 1.104, N21 1.372, N22 1.274
7 H -5.185 -0.391 -0.267  C1 1.105
8 H -4.410 -1.777 -1.054  C1 1.102
9 H -4.907 -1.891 0.657  C1 1.101
10 H -2.744 -1.039 1.274  C2 1.083
11 H -2.707 0.485 -1.371  C3 1.092
12 H -0.868 1.571 -1.464  O23 0.969
13 H 1.120 2.309 0.781  C5 1.076
14 H 1.386 1.790 -0.852  C5 1.054
15 H 2.764 2.109 0.160  C5 1.096
16 H 1.873 0.226 1.540  N20 1.000
17 H 1.959 -1.348 -0.541  N21 1.009
18 H 4.207 0.150 0.621  C6 1.104
19 H 5.411 -1.624 -0.113  N22 1.021
20 N 1.663 0.325 0.568  C5 1.456, H16 1.000, N21 1.396
21 N 2.447 -0.528 -0.210  C6 1.372, H17 1.009, N20 1.396
22 N 4.425 -1.716 -0.362  C6 1.274, H19 1.021
23 O -0.351 1.399 -0.663  C4 1.346, H12 0.969
24 O -0.582 0.193 1.183  C4 1.227

As for the max |F|: 0.061 hartree/bohr. As for the structure (SMILES): C/C=C/C(=O)O.[H]/N=C/NNC. The calculation puts the LUMO energy at 0.5 eV. The value obtained for the relative energy (zero: lowest compared OMol25 entry of this formula, charge and spin) is 285.36 kJ/mol. The value obtained for the HOMO energy is -8.2 eV. The HOMO-LUMO gap comes out at 8.70 eV.



# 2
This record from the OMol25 dataset describes C6H13N3O3 in the gas phase at a distorted geometry. The level of theory is ωB97M-V with the def2-TZVPD basis set.

Last columns: bonded neighbours and bond lengths (Å).
Positions of all 25 atoms, in Å:
1 C -0.033 1.677 0.031  C2 1.557, C5 1.576, H9 1.155, N20 1.582
2 C 0.447 0.882 1.281  C1 1.557, C3 1.545, H10 1.211, H11 1.150
3 C 1.842 0.227 1.157  C2 1.545, C4 1.531, H12 1.037, H13 1.135
4 C 1.797 -0.914 0.139  C3 1.531, N21 1.362, O23 1.204
5 C -1.036 0.871 -0.879  C1 1.576, C6 1.531, H16 1.130, H17 1.126
6 C -2.131 0.136 -0.102  C5 1.531, N22 1.396, O24 1.213
7 H 1.132 2.545 -1.597  N20 1.046
8 H 1.695 2.712 -0.073  N20 0.967
9 H -0.488 2.653 0.452  C1 1.155
10 H 0.521 1.490 2.327  C2 1.211
11 H -0.262 -0.004 1.469  C2 1.150
12 H 2.540 0.921 0.833  C3 1.037
13 H 2.176 -0.434 2.017  C3 1.135
14 H 2.147 0.360 -1.328  N21 1.055
15 H 1.574 -1.292 -1.772  N21 1.086
16 H -0.424 0.140 -1.486  C5 1.130
17 H -1.381 1.572 -1.690  C5 1.126
18 H -2.817 -1.838 0.360  N22 1.070
19 H -0.474 -2.341 -0.067  O25 0.971
20 N 1.322 2.066 -0.687  C1 1.582, H7 1.046, H8 0.967
21 N 2.206 -0.677 -1.138  C4 1.362, H14 1.055, H15 1.086
22 N -1.963 -1.202 0.258  C6 1.396, H18 1.070, O25 1.406
23 O 1.394 -2.002 0.460  C4 1.204
24 O -3.030 0.785 0.390  C6 1.213
25 O -1.141 -1.917 -0.631  H19 0.971, N22 1.406

As for the max |F|: 0.086 hartree/bohr. As for the structure (SMILES): NC(=O)CC[C@@H](N)CC(=O)NO. The calculation puts the LUMO energy at 0.6 eV. The value obtained for the relative energy (zero: lowest compared OMol25 entry of this formula, charge and spin) is 214.66 kJ/mol. The value obtained for the HOMO energy is -9.7 eV. The HOMO-LUMO gap comes out at 10.36 eV.



# 3
This record from the OMol25 dataset describes C6H13N3O3 in the gas phase at a distorted geometry. The level of theory is ωB97M-V with the def2-TZVPD basis set.

Last columns: bonded neighbours and bond lengths (Å).
Positions of all 25 atoms, in Å:
1 C -1.689 1.359 0.200  C2 1.561, H7 1.174, H8 1.062, O25 1.427
2 C -0.327 1.883 -0.357  C1 1.561, H9 1.086, H10 1.078, N21 1.481
3 C 1.190 0.084 -1.367  C4 1.561, H11 1.082, H12 1.097, N21 1.407
4 C 0.945 -1.412 -0.996  C3 1.561, H13 1.106, H14 1.064, N22 1.523
5 C 0.918 -0.934 1.382  C6 1.498, H16 1.124, H17 1.156, N22 1.499
6 C 1.273 0.478 1.031  C5 1.498, H18 1.099, H19 1.131, N21 1.494
7 H -2.587 2.092 0.013  C1 1.174
8 H -1.613 1.267 1.255  C1 1.062
9 H -0.026 2.833 0.075  C2 1.086
10 H -0.431 2.230 -1.372  C2 1.078
11 H 0.689 0.339 -2.291  C3 1.082
12 H 2.262 0.152 -1.587  C3 1.097
13 H -0.151 -1.540 -0.922  C4 1.106
14 H 1.396 -2.084 -1.687  C4 1.064
15 H 1.429 -2.702 0.579  N22 1.017
16 H 1.361 -1.145 2.393  C5 1.124
17 H -0.236 -0.976 1.335  C5 1.156
18 H 0.872 1.203 1.754  C6 1.099
19 H 2.398 0.584 1.055  C6 1.131
20 N -2.529 -0.784 -0.119  O23 1.184, O24 1.248, O25 1.311
21 N 0.810 0.935 -0.314  C2 1.481, C3 1.407, C6 1.494
22 N 1.623 -1.735 0.328  C4 1.523, C5 1.499, H15 1.017
23 O -2.612 -1.819 -0.687  N20 1.184
24 O -3.194 -0.483 0.893  N20 1.248
25 O -1.771 0.175 -0.593  C1 1.427, N20 1.311

As for the max |F|: 0.100 hartree/bohr. As for the structure (SMILES): O=[N+]([O-])OCCN1CCNCC1. The calculation puts the LUMO energy at 0.5 eV. The value obtained for the relative energy (zero: lowest compared OMol25 entry of this formula, charge and spin) is 561.24 kJ/mol. The value obtained for the HOMO energy is -8.2 eV. The HOMO-LUMO gap comes out at 8.69 eV.



# 4
This record from the OMol25 dataset describes C6H13N3SSi in the gas phase at a distorted geometry. The level of theory is ωB97M-V with the def2-TZVPD basis set.

Last columns: bonded neighbours and bond lengths (Å).
Positions of all 24 atoms, in Å:
1 C 3.460 1.907 -0.645  N7 1.359, N8 1.353, H12 1.067
2 C 1.982 0.374 -0.582  N7 1.374, N9 1.305, S11 1.711
3 C -1.202 1.070 0.090  Si10 1.814, H13 1.032, H14 1.075, H15 1.053
4 C -1.407 -0.928 -1.672  Si10 1.913, H16 1.015, H17 1.132, H18 1.067
5 C -2.804 -1.387 1.405  Si10 1.944, H19 1.112, H20 1.062, H21 1.065
6 C 0.407 -1.342 0.596  Si10 1.946, S11 1.793, H22 1.064, H23 1.018
7 N 2.798 1.045 -1.461  C1 1.359, C2 1.374
8 N 2.953 1.779 0.603  C1 1.353, N9 1.368, H24 0.948
9 N 2.022 0.779 0.658  C2 1.305, N8 1.368
10 Si -1.403 -0.727 0.230  C3 1.814, C4 1.913, C5 1.944, C6 1.946
11 S 1.506 -1.253 -0.818  C2 1.711, C6 1.793
12 H 4.215 2.551 -1.035  C1 1.067
13 H -0.519 1.325 -0.641  C3 1.032
14 H -2.184 1.442 -0.140  C3 1.075
15 H -0.865 1.461 1.007  C3 1.053
16 H -0.412 -0.840 -1.849  C4 1.015
17 H -1.644 -1.989 -1.988  C4 1.132
18 H -1.952 -0.225 -2.261  C4 1.067
19 H -2.746 -0.941 2.423  C5 1.112
20 H -3.823 -1.393 1.107  C5 1.062
21 H -2.562 -2.420 1.314  C5 1.065
22 H 0.686 -0.474 1.144  C6 1.064
23 H 0.511 -2.179 1.165  C6 1.018
24 H 2.984 2.365 1.349  N8 0.948

As for the max |F|: 0.093 hartree/bohr. As for the structure (SMILES): C[Si](C)(C)CSc1nc[nH]n1. The calculation puts the LUMO energy at 0.8 eV. The value obtained for the relative energy (zero: lowest compared OMol25 entry of this formula, charge and spin) is 153.90 kJ/mol. The value obtained for the HOMO energy is -8.0 eV. The HOMO-LUMO gap comes out at 8.81 eV.



# 5
This record from the OMol25 dataset describes a gas-phase ion, C6H13N4O (charge +1) at a distorted geometry. The level of theory is ωB97M-V with the def2-TZVPD basis set.

Last columns: bonded neighbours and bond lengths (Å).
Positions of all 24 atoms, in Å:
1 C 2.240 -1.790 0.516  N7 1.241, O11 1.335, H12 1.069
2 C 2.178 0.405 0.948  C5 1.593, N7 1.427, H13 1.179, H14 1.075
3 C -2.129 0.239 -1.909  C4 1.601, N8 1.414, H15 1.073, H16 1.076
4 C -1.350 1.258 -0.950  C3 1.601, N9 1.398, H17 1.108, H18 1.161
5 C 1.001 1.477 0.881  C2 1.593, N10 1.439, H19 1.035, H20 1.080
6 C -1.899 -0.735 0.091  N8 1.466, N9 1.501, H21 1.123, H22 1.088
7 N 1.707 -0.715 0.199  C1 1.241, C2 1.427
8 N -2.853 -0.578 -1.012  C3 1.414, C6 1.466, H23 1.010
9 N -1.072 0.513 0.201  C4 1.398, C6 1.501, N10 1.230
10 N -0.083 0.533 0.931  C5 1.439, N9 1.230
11 O 3.170 -2.054 1.438  C1 1.335, H24 0.906
12 H 1.897 -2.602 -0.090  C1 1.069
13 H 3.037 0.886 0.298  C2 1.179
14 H 2.313 0.195 1.993  C2 1.075
15 H -2.622 0.888 -2.607  C3 1.073
16 H -1.461 -0.412 -2.445  C3 1.076
17 H -0.382 1.727 -1.215  C4 1.108
18 H -1.950 2.212 -0.670  C4 1.161
19 H 1.065 1.990 1.778  C5 1.035
20 H 1.093 2.041 -0.035  C5 1.080
21 H -2.468 -0.852 1.052  C6 1.123
22 H -1.094 -1.442 -0.100  C6 1.088
23 H -3.768 -0.262 -0.728  N8 1.010
24 H 3.429 -2.922 1.433  O11 0.906

The total charge is +1. As for the max |F|: 0.086 hartree/bohr. As for the structure (SMILES): O/C=N\CC/N=[N+]1\CCNC1. The calculation puts the LUMO energy at -4.5 eV. The value obtained for the relative energy (zero: lowest compared OMol25 entry of this formula, charge and spin) is 377.57 kJ/mol. The value obtained for the HOMO energy is -13.6 eV. The HOMO-LUMO gap comes out at 9.06 eV.